No. 1
A 2-piece molecular cluster, H3N2O2 overall in a non-equilibrium geometry. Source: OMol25; level of theory: ωB97M-V/def2-TZVPD.

Element x y z (Å)
N -2.54443 -0.22573 -0.14867
N -0.51264 0.66098 0.32167
O 2.71201 -0.20322 0.14481
O -1.19847 -0.35063 0.14014
H 1.88850 0.19763 0.36319
H -2.85009 0.72147 -0.30438
H 2.50512 -0.80051 -0.51675

As for the orbital gap (spin up / spin down): 6.9 / 6.9 eV. As for the charge: -1. The energy above the lowest of the compared OMol25 structures with the same formula, charge and spin comes out at 55.23 kJ/mol. For the calculated total energy, the calculation gives -261.6118 Ha. The calculation puts the HOMO energy (spin up / spin down) at -2.3 / -2.3 eV.

No. 2
A 2-piece molecular cluster, C2H3N4 overall in a non-equilibrium geometry. Source: OMol25; level of theory: ωB97M-V/def2-TZVPD.

Element x y z (Å)
C 0.52108 -0.00347 0.05101
C -1.73180 0.06233 0.00609
N 1.29311 -1.14598 -0.14785
N 1.21873 1.11520 0.20115
N 2.49890 -0.59344 -0.11690
N 2.47247 0.71642 0.11533
H -1.84673 -1.14463 -0.22920
H -2.19109 0.43406 0.90641
H -2.23468 0.55950 -0.78605

As for the orbital gap: 8.8 eV. As for the charge: -1. The energy above the lowest of the compared OMol25 structures with the same formula, charge and spin comes out at 327.74 kJ/mol. For the calculated total energy, the calculation gives -296.9273 Ha. The calculation puts the HOMO energy at -4.7 eV.

No. 3
C27H48ClOPRu as an isolated structure in a non-equilibrium geometry. Source: OMol25; level of theory: ωB97M-V/def2-TZVPD.

Element x y z (Å)
Ru 1.88051 -1.11287 0.52079
P -0.33141 -0.42288 -0.20746
Cl 1.47920 -2.78004 2.11784
C 1.39483 -2.59599 -0.69629
H 2.26295 -3.28206 -0.72679
H 1.19086 -2.22027 -1.71035
C -1.30281 0.36773 1.19142
C -1.33101 -1.91807 -0.81497
C -1.60068 -0.66185 2.28704
H -0.57343 1.08667 1.60342
C -2.07501 0.04189 3.56588
H -2.38563 -1.35236 1.94229
H -0.70978 -1.27372 2.49665
C -3.27985 0.95676 3.31940
H -2.32496 -0.71559 4.31910
H -1.23418 0.62634 3.96201
C -3.11058 1.86864 2.09588
H -4.17617 0.33558 3.18412
H -3.45573 1.57358 4.20889
C -2.59082 1.13420 0.85338
H -4.06561 2.35521 1.85908
H -2.40027 2.66928 2.34635
H -3.35855 0.42801 0.50195
H -2.43302 1.86027 0.04624
C -0.44917 0.75919 -1.70695
C -2.86127 -1.87630 -0.70079
H -1.06968 -1.94078 -1.89053
C -3.47581 -3.10052 -1.39492
H -3.14598 -1.87827 0.36006
H -3.27237 -0.96141 -1.14930
C -2.90514 -4.43689 -0.90233
H -4.56143 -3.08613 -1.24711
H -3.29361 -3.01836 -2.47573
C -1.37883 -4.44223 -0.89579
H -3.26033 -4.63637 0.11702
H -3.26945 -5.25253 -1.53717
C -0.79764 -3.20112 -0.21036
H -0.99346 -5.34469 -0.40184
H -1.00446 -4.47925 -1.93223
H -0.93249 -3.23733 0.88318
H 0.42823 -3.24186 -0.36075
C -0.05827 2.20678 -1.36277
H 0.34170 0.34091 -2.35843
C -0.07532 3.14806 -2.58033
H -0.74373 2.60456 -0.59825
H 0.94436 2.22052 -0.91365
C -1.36906 3.08123 -3.39951
H 0.09204 4.17822 -2.24273
H 0.76756 2.89049 -3.23721
C -1.77215 1.64048 -3.72581
H -2.18295 3.57480 -2.84861
H -1.24388 3.64318 -4.33339
C -1.77443 0.71743 -2.49988
H -2.76706 1.62615 -4.18933
H -1.07265 1.23402 -4.46993
H -2.60540 1.01702 -1.84147
H -1.99432 -0.30132 -2.84404
C 2.93034 1.34212 0.86920
C 3.48893 0.14610 0.49602
H 1.85197 1.56916 0.76912
C 4.31622 0.20117 -0.80874
H 4.18162 -0.38366 1.18589
C 5.36082 1.34642 -0.68705
H 4.83225 -0.74922 -0.99678
H 3.62122 0.39110 -1.64702
C 4.72337 2.65488 -0.25996
H 6.09519 1.07414 0.08765
H 5.91010 1.46778 -1.63276
C 3.84607 2.50172 1.01279
H 5.47872 3.42449 -0.04551
H 4.07698 3.03217 -1.06549
H 4.51223 2.35698 1.89091
H 3.25432 3.40243 1.20458
C 3.38612 -0.33436 3.47918
C 2.16360 -0.14071 2.62386
O 1.15919 0.41055 2.99875
H 4.33038 -0.42688 2.92695
H 3.27654 -1.24541 4.08558
H 3.49141 0.54288 4.13780

As for the orbital gap (spin up / spin down): 4.6 / 5.9 eV. As for the multiplicity: 6. As for the charge: -1. The energy above the lowest of the compared OMol25 structures with the same formula, charge and spin comes out at 0.00 kJ/mol. For the calculated total energy, the calculation gives -2029.0464 Ha. The calculation puts the HOMO energy (spin up / spin down) at -1.9 / -3.1 eV.

No. 4
C10H31AsIrN3OSeSi as an isolated structure. Source: OMol25; level of theory: ωB97M-V/def2-TZVPD.

Element x y z (Å)
Ir -1.72882 1.13563 -0.24613
N -1.79047 0.83356 -2.33483
C -2.49947 -0.48360 -2.45666
C -3.83240 -0.40361 -1.72255
N -3.63321 0.32509 -0.41174
C -4.11987 -0.26703 0.89260
C -2.97726 -0.25879 1.90072
N -2.24238 1.04596 1.80070
H -2.32587 1.57734 -2.78313
H -0.89963 0.80202 -2.82631
H -1.86786 -1.21505 -1.96206
H -2.62057 -0.78336 -3.49736
H -4.22983 -1.40104 -1.54650
H -4.57438 0.14478 -2.30338
H -4.14789 1.20038 -0.51376
H -4.48350 -1.28077 0.73815
H -4.96144 0.33205 1.24113
H -2.26309 -1.03053 1.63075
H -3.32323 -0.45116 2.91602
H -1.47836 1.07415 2.47267
H -2.85222 1.82678 2.04396
C 0.73645 5.33310 -0.21035
As 1.04384 3.46277 -0.08235
C 2.17394 2.83230 -1.48508
C 1.85388 2.99152 1.58029
O -0.47929 2.71392 -0.20315
H 1.69348 5.85043 -0.13984
H 0.08846 5.64522 0.60612
H 0.26799 5.55444 -1.16713
H 3.18448 3.20674 -1.32190
H 1.81183 3.17651 -2.45154
H 2.18231 1.74344 -1.45108
H 2.88491 3.34496 1.58540
H 1.84350 1.90565 1.66760
H 1.31260 3.44108 2.41009
C 3.03460 -4.00428 2.38854
Si 3.26533 -4.10250 0.58611
C 4.56617 -3.11290 -0.21541
C 2.16539 -5.14318 -0.42351
Se -0.21341 -0.63505 0.01494
H 3.66285 -4.76081 2.87727
H 2.00342 -4.21467 2.67471
H 3.34341 -3.03419 2.78009
H 5.50409 -3.68420 -0.21891
H 4.76220 -2.19026 0.33245
H 4.32341 -2.89281 -1.25543
H 2.59115 -6.15073 -0.51644
H 2.06063 -4.74558 -1.43394
H 1.18416 -5.25372 0.04015

As for the orbital gap (spin up / spin down): 7.3 / 6.4 eV. As for the multiplicity: 2. As for the charge: +3. For the calculated total energy, the calculation gives -5669.2076 Ha. The calculation puts the HOMO energy (spin up / spin down) at -16.9 / -16.6 eV.